(1)
This record from OMol25 describes a cluster of 2 separate species, C7H16O in total at a distorted geometry. The level of theory is wB97M-V/def2-TZVPD.

XYZ file:
```
24
Properties=species:S:1:pos:R:3:forces:R:3
H 0.079389 -0.413088 3.925984 -0.2 0.0 0.1
H 0.721440 1.258823 -1.085690 0.5 -0.2 -0.2
C -1.291687 0.854197 -0.594596 0.0 -1.2 -0.2
H -1.490026 1.347967 0.353832 0.0 0.4 -0.1
C -1.730866 1.653825 -1.809520 -0.3 0.6 0.5
H 2.662193 -0.146292 -0.382478 0.1 -0.1 0.2
C 0.714824 -0.642691 3.080675 0.4 0.3 -0.5
H 2.799101 0.693692 1.156342 0.1 -0.1 0.1
H 0.908064 -1.716749 3.081985 0.0 -0.1 0.0
H -0.546475 -1.764513 -3.184233 -0.1 -0.4 0.0
C 2.315090 -0.147543 0.658118 -0.5 0.4 -0.8
H 1.669158 -0.133109 3.239359 0.0 -0.1 0.1
C 0.181964 0.416434 -0.654913 -0.7 0.2 0.7
O -0.951693 -2.602128 -2.908201 -0.1 0.6 0.5
H -2.815480 1.756076 -1.803748 -0.1 0.1 -0.1
C 0.100450 -0.195569 1.769542 0.1 -0.5 0.7
H -1.921216 -0.049366 -0.570430 0.1 0.1 0.2
C 0.808920 0.015953 0.663139 -0.2 0.3 0.2
H -1.318768 2.662344 -1.801821 0.1 0.1 0.1
H 2.606664 -1.076786 1.118313 0.3 -0.3 0.2
H -0.981956 -0.133826 1.825712 0.0 0.2 -0.5
H 0.258963 -0.471789 -1.284409 0.2 0.2 -0.5
H -1.449094 1.221983 -2.758928 0.2 -0.4 -0.2
H -1.328969 -2.387845 -2.034030 0.2 -0.2 -0.6
```
Forces are in eV/Å.

- HOMO level: -0.33069 Ha
- Energy relative to the best compared isomer or geometry (same formula, charge and spin): 77.46 kJ/mol
- Maximum force: 1.2 eV Å⁻¹
- Frontier orbital gap: 9.82 eV
- Total energy: -351.52446 Ha

These are the Mulliken partial charges, in e, on atoms 1 to 5: H 0.38; H 0.32; C -0.36; H 0.36; C -1.43



(2)
This record from OMol25 describes a cluster of 2 separate species, C7H16O in total at a distorted geometry. The level of theory is wB97M-V/def2-TZVPD.

XYZ file:
```
24
Properties=species:S:1:pos:R:3:forces:R:3
H -1.158864 1.455273 2.279079 -0.2 0.1 -0.2
H -0.221272 0.517938 -2.210000 0.3 -0.5 0.0
H -1.767657 -1.161274 0.110830 -0.1 0.3 -0.4
H -2.261879 1.778633 1.229325 0.3 -0.1 0.3
C -1.402307 -1.939206 0.761485 0.3 0.4 -0.1
C 0.130457 -1.878398 0.880788 -0.5 -0.4 0.6
H 0.216245 -1.882048 -1.207017 -0.2 0.7 -0.1
H -0.664467 2.924739 -1.603378 -0.1 -0.3 0.0
H 0.382838 -1.318910 1.781051 0.3 0.5 -0.3
C 0.835979 -1.443289 -0.408660 -1.1 -0.5 -0.1
O -2.052225 1.224349 1.993608 0.0 0.0 0.0
H 1.723500 -2.010918 -0.586956 1.1 0.0 0.5
H 0.998132 2.506804 -2.011670 0.1 0.3 0.1
H -1.684113 -2.876409 0.303511 -0.3 -0.3 0.1
C -0.034233 0.827800 -1.176987 -0.8 1.3 -0.9
H 0.526100 2.719484 -0.301595 0.0 0.3 -0.2
H 0.470236 -2.882792 1.108443 0.1 -0.3 0.1
H 2.989942 -0.046926 0.306307 -0.2 0.1 -0.2
H -1.939780 -1.749276 1.690456 0.2 -0.4 0.1
C 2.209836 0.571410 -0.141322 0.4 -0.1 0.2
C 0.206716 2.352147 -1.279698 0.3 -0.7 0.4
H -1.021023 0.653786 -0.741038 0.2 -0.2 0.5
H 2.455139 1.623433 -0.232099 -0.2 -0.1 0.0
C 1.062699 0.033648 -0.544465 0.1 -0.1 -0.3
```
Forces are in eV/Å.

- HOMO level: -0.34164 Ha
- Energy relative to the best compared isomer or geometry (same formula, charge and spin): 102.04 kJ/mol
- Maximum force: 1.7 eV Å⁻¹
- Frontier orbital gap: 10.08 eV
- Total energy: -351.51509 Ha

These are the Mulliken partial charges, in e, on atoms 1 to 5: H 0.31; H 0.28; H 0.22; H 0.29; C -1.09



(3)
This record from OMol25 describes a structure of composition C7H16O at a distorted geometry. The level of theory is wB97M-V/def2-TZVPD.

XYZ file:
```
24
Properties=species:S:1:pos:R:3:forces:R:3
H -1.406654 -0.094946 -1.961128 0.5 -2.8 2.1
C 0.390165 -0.760522 -0.610146 -0.2 0.6 -3.3
H -0.280971 2.509946 2.262218 2.0 -1.7 -2.2
H -1.821876 -1.061161 -0.252415 0.2 -0.8 -1.6
O 0.665318 0.685502 -0.662381 0.0 -0.7 -0.6
C -0.015473 1.566648 0.209718 -2.8 -1.6 1.6
H -1.116616 -2.047557 -1.913268 -0.5 2.5 2.4
H 1.763618 -0.695903 0.734069 0.4 -0.4 1.3
H 1.502388 1.996416 1.642033 -1.4 -0.8 0.8
H -1.850594 0.437700 -0.531670 0.0 4.2 4.1
H 0.126170 2.525422 -0.201903 -0.2 1.1 -0.8
H 1.496934 -2.577034 -1.286019 -0.7 1.5 -0.4
C 0.402150 1.658579 1.629786 1.4 3.4 3.4
C 1.451507 -1.454754 -1.563903 -1.7 -2.0 -1.3
H -0.069218 -0.390582 1.290803 3.0 -3.4 -0.4
H -2.131525 2.258650 0.563664 1.1 -2.9 0.4
C 0.778353 -1.135795 0.766235 -3.8 3.1 0.4
H 1.119794 -1.474091 -2.712936 1.1 0.5 2.5
C -1.531563 1.213654 0.522910 -1.3 -1.1 -4.1
C -1.176700 -1.033944 -1.169220 2.8 -1.0 -2.8
H 2.502494 -1.228513 -1.345434 -0.4 0.9 -0.5
H -1.527622 0.454011 1.425746 -0.9 2.1 -1.6
H 0.097817 0.816523 2.275668 1.2 0.5 -0.3
H 0.632103 -2.168248 0.887573 0.2 -1.3 0.8
```
Forces are in eV/Å.

- HOMO level: -0.34009 Ha
- Energy relative to the best compared isomer or geometry (same formula, charge and spin): 617.80 kJ/mol
- Maximum force: 5.8 eV Å⁻¹
- Frontier orbital gap: 10.14 eV
- Total energy: -351.31865 Ha

These are the Mulliken partial charges, in e, on atoms 1 to 5: H 0.36; C 1.37; H 0.29; H 0.39; O -0.46



(4)
This record from OMol25 describes a cluster of 4 separate species, C7H16O4 in total. The level of theory is wB97M-V/def2-TZVPD.

XYZ file:
```
27
Properties=species:S:1:pos:R:3:forces:R:3
H 0.393127 0.958187 0.247345 -0.1 0.1 -0.1
C 0.697001 0.089165 -0.328779 0.2 -0.4 0.0
H -0.277150 0.104874 -3.054059 0.1 0.0 0.1
H -1.496172 2.307944 -0.833980 0.0 0.0 0.0
O -1.938008 2.463841 -1.672694 0.1 -0.1 -0.1
C -0.100702 -0.974730 -0.407187 -0.4 -0.1 0.2
H 0.786900 1.195134 -2.910385 0.0 -0.1 0.0
H -0.698427 -0.716660 2.225492 0.1 0.0 -0.1
O -1.534037 -3.699017 1.292406 0.1 0.0 0.0
H -2.068398 -1.797672 -0.293939 0.0 -0.1 0.1
O -0.070705 1.008554 -3.312204 0.0 0.1 -0.2
H -2.005056 -0.099526 0.039519 0.1 0.1 0.1
C -1.476804 -1.038400 0.213311 0.0 0.2 -0.2
H 0.620368 1.836393 3.497926 0.1 0.0 -0.1
H 0.213693 -1.875429 -0.930489 0.2 0.1 0.0
H -1.365510 2.031340 -2.333993 -0.1 0.1 0.2
H -0.531145 -3.036681 2.886811 -0.1 0.1 0.1
C 2.023523 0.123379 -0.943715 0.0 0.2 0.3
H 3.712954 1.261953 -1.545571 0.0 -0.2 0.0
H 1.746478 1.206648 2.657488 -0.2 0.0 0.1
O 0.786158 1.309893 2.708092 0.2 0.0 0.0
C -1.135426 -2.801793 1.989708 -0.1 0.0 -0.1
C -1.424081 -1.345740 1.708709 0.0 0.0 0.2
H -2.390342 -1.120202 2.175319 0.0 -0.1 0.0
H 2.373902 2.200203 -0.726686 -0.1 -0.1 0.0
C 2.735906 1.239703 -1.077974 0.2 0.2 -0.1
H 2.421952 -0.831362 -1.270473 0.0 0.0 -0.2
```
Forces are in eV/Å.

- HOMO level: -0.33823 Ha
- Energy relative to the best compared isomer or geometry (same formula, charge and spin): 43.77 kJ/mol
- Maximum force: 0.5 eV Å⁻¹
- Frontier orbital gap: 9.50 eV
- Total energy: -577.22900 Ha

These are the Mulliken partial charges, in e, on atoms 1 to 5: H 0.33; C 0.08; H 0.35; H 0.29; O -0.68



(5)
This record from OMol25 describes a cluster of 2 separate species, C7H16O5 in total at a distorted geometry. The level of theory is wB97M-V/def2-TZVPD.

XYZ file:
```
28
Properties=species:S:1:pos:R:3:forces:R:3
H 0.571138 1.178603 3.244105 0.0 -0.1 -0.1
C 1.222795 3.220417 3.366038 0.1 -0.1 0.0
O 0.792392 1.911786 1.375783 0.1 -0.1 0.1
C -1.775638 -1.998912 -2.809773 -0.5 0.2 0.0
H -1.309877 3.365894 2.234191 0.0 0.1 0.1
H -1.681918 1.647527 2.325135 0.0 0.0 0.0
H -2.251217 -2.723678 -3.459059 0.0 -0.4 -0.2
C 0.086576 -2.439042 -4.184708 0.4 0.1 0.4
H -2.463585 -1.174411 -2.675341 0.0 0.4 0.2
H 1.060074 -0.089740 0.484842 -0.1 0.2 0.2
H 1.082270 4.164257 2.832440 -0.1 0.0 0.0
O -0.594887 -1.531884 -3.321965 0.1 0.2 -0.2
O -0.237765 -1.427411 -0.268278 -0.2 0.0 -0.5
H 2.282708 2.971103 3.316406 0.0 0.0 0.0
H -0.246709 -3.452115 -4.018304 -0.2 -0.3 -0.1
H -1.437987 2.575672 3.814029 0.0 0.0 0.0
H 1.682517 -0.987643 -0.889579 0.2 -0.1 -0.3
O -1.604269 -2.634889 -1.534976 0.1 -0.1 0.1
H -0.024510 -2.138258 -5.217459 -0.2 0.1 -0.3
H 1.571278 -1.775742 0.692789 0.1 -0.3 0.1
H 0.639063 2.727858 0.890527 0.0 0.1 0.0
C -1.099539 2.445481 2.785582 -0.1 -0.1 -0.1
C 0.385224 2.121962 2.729736 -0.1 0.4 0.0
O 0.511081 -3.347639 -1.196408 -1.0 1.3 0.1
H 1.133942 -2.411749 -3.920894 0.3 0.1 0.0
H 0.949114 3.372078 4.410624 0.0 0.0 0.0
C 1.113682 -1.063769 0.024541 0.0 0.3 0.3
C -0.355952 -2.505756 -1.030024 1.1 -1.6 0.2
```
Forces are in eV/Å.

- HOMO level: -0.37559 Ha
- Energy relative to the best compared isomer or geometry (same formula, charge and spin): 12.87 kJ/mol
- Maximum force: 1.9 eV Å⁻¹
- Frontier orbital gap: 11.05 eV
- Total energy: -652.48510 Ha

These are the Mulliken partial charges, in e, on atoms 1 to 5: H 0.26; C -1.35; O -0.54; C -0.27; H 0.33